(1)
{
  "formula": "C28H28IrN10O4S3",
  "method": "wB97M-V/def2-TZVPD",
  "elements": ["Ir", "N", "C", "N", "C", "N", "N", "C", "C", "C", "C", "C", "C", "N", "C", "C", "C", "C", "C", "C", "H", "H", "H", "H", "H", "H", "H", "H", "H", "H", "H", "O", "C", "O", "H", "S", "C", "N", "C", "C", "C", "N", "H", "H", "H", "H", "H", "H", "H", "H", "N", "C", "C", "C", "C", "C", "C", "S", "O", "O", "N", "C", "S", "C", "C", "N", "H", "H", "H", "H", "H", "H", "H", "H"],
  "coordinates": [[-0.75912, 1.19066, -0.21455], [-1.10575, -1.97783, 2.78388], [-0.99587, -1.30606, 1.65696], [-1.15026, -0.00661, 1.57222], [-1.48648, 0.72881, 2.70479], [-1.66486, 1.98860, 2.61607], [-1.57585, 2.47082, 1.36422], [-1.56534, 3.72917, 1.16550], [-1.60553, 4.18105, -0.20080], [-1.77985, 5.50110, -0.55985], [-1.90929, 5.81296, -1.90802], [-1.90369, 4.78690, -2.83398], [-1.71146, 3.48090, -2.39088], [-1.52432, 3.19899, -1.10658], [-1.59817, 0.04199, 3.97712], [-1.86908, 0.70902, 5.17539], [-1.92291, 0.00209, 6.35437], [-1.70712, -1.37845, 6.36226], [-1.43218, -2.05078, 5.18977], [-1.38507, -1.33698, 3.99910], [-0.97358, -2.97835, 2.78707], [-0.77660, -1.85378, 0.74677], [-1.56833, 4.42832, 1.99466], [-1.82560, 6.26782, 0.20273], [-2.04917, 6.83846, -2.22395], [-2.04397, 4.97659, -3.88850], [-1.70544, 2.65047, -3.08384], [-2.01663, 1.77983, 5.15636], [-2.12458, 0.51565, 7.28485], [-1.74417, -1.92772, 7.29379], [-1.24494, -3.11896, 5.18585], [-0.69937, 0.97670, -3.56972], [0.38827, 1.25059, -3.10489], [0.68536, 1.51773, -1.86170], [1.25899, 1.32114, -3.77791], [1.29294, 1.82714, 0.96099], [2.63765, 1.72256, -0.16736], [3.26001, 2.84402, -0.47582], [4.42212, 2.88100, -1.36932], [5.22781, 1.60824, -1.17322], [4.31489, 0.41362, -1.37660], [3.11151, 0.55773, -0.54241], [2.87460, 3.70724, -0.13138], [5.01241, 3.76185, -1.13002], [4.08516, 2.95929, -2.40466], [5.64304, 1.59237, -0.16429], [6.05228, 1.57326, -1.88196], [4.80735, -0.50868, -1.07550], [4.01487, 0.30700, -2.42104], [2.45255, -0.21045, -0.62728], [1.05673, -7.33920, 0.28081], [0.85093, -6.09007, -0.20421], [1.41856, -4.96832, 0.43518], [1.22307, -3.70387, -0.06732], [0.45198, -3.52734, -1.21765], [-0.13170, -4.62439, -1.85396], [0.06015, -5.88890, -1.34978], [0.42691, -1.98400, -2.01968], [1.68847, -1.34344, -1.75001], [0.00595, -2.15745, -3.37480], [-0.71675, -1.08988, -1.16319], [-1.84222, -0.67452, -1.79399], [-2.59953, -1.28868, -3.23626], [-3.86225, -0.16150, -3.02192], [-3.66298, 0.60641, -1.93539], [-2.53395, 0.29909, -1.21762], [1.69310, -7.49899, 1.03931], [0.72687, -8.14254, -0.22205], [2.03762, -5.11820, 1.31224], [1.68696, -2.84661, 0.40819], [-0.70455, -4.46490, -2.75893], [-0.37773, -6.74285, -1.85276], [-4.69505, -0.09436, -3.70361], [-4.31782, 1.39752, -1.60126]],
  "atomic_forces_ev_per_a": [[-1.0, -0.4, 2.0], [-0.1, 0.3, 0.3], [0.0, -0.5, -0.2], [0.3, 0.4, -1.4], [0.2, -0.3, 0.0], [-0.2, 0.6, 0.5], [1.2, -1.0, -1.5], [-0.2, 0.5, 0.2], [0.3, 0.2, -0.1], [0.0, 0.2, 0.1], [-0.1, 0.0, -0.1], [0.0, 0.0, 0.2], [0.0, 0.0, -0.2], [0.4, -0.6, -0.6], [0.1, -0.3, -0.1], [0.0, 0.1, 0.0], [0.0, 0.0, 0.1], [0.0, 0.0, 0.0], [0.0, -0.2, -0.1], [0.0, 0.1, 0.1], [0.0, -0.1, -0.2], [0.0, 0.1, 0.1], [-0.3, -0.1, 0.1], [0.0, 0.0, 0.0], [0.0, 0.0, 0.0], [0.0, 0.0, 0.0], [0.1, 0.0, 0.1], [0.0, 0.0, 0.0], [0.0, 0.0, 0.0], [0.0, 0.0, 0.0], [-0.1, 0.0, 0.0], [0.2, 0.1, 0.3], [0.0, 0.0, -0.4], [-1.0, -0.1, 0.3], [0.2, 0.0, 0.2], [-0.9, -0.1, -0.2], [0.1, -0.1, 0.0], [0.1, 0.1, -0.1], [0.1, -0.1, 0.0], [-0.1, 0.0, 0.0], [0.0, 0.0, 0.0], [0.3, 0.2, -0.3], [-0.1, 0.0, 0.1], [0.0, 0.0, 0.0], [-0.1, 0.1, 0.0], [0.0, 0.0, 0.0], [0.0, 0.0, 0.0], [0.0, 0.0, 0.0], [0.0, 0.0, 0.0], [-0.1, -0.1, 0.3], [-0.1, 0.1, 0.0], [0.0, 0.0, 0.0], [-0.1, -0.1, 0.2], [-0.1, 0.1, -0.1], [0.0, 0.0, -0.2], [0.0, 0.1, 0.0], [0.0, -0.1, 0.0], [-0.3, 0.1, 0.4], [0.1, 0.0, 0.0], [-0.1, 0.0, 0.0], [0.7, 1.2, -0.3], [-0.9, -1.0, -0.7], [0.3, -0.2, 0.4], [-0.2, 0.3, 0.1], [-0.4, 0.7, 0.0], [1.4, 0.0, 0.4], [0.0, 0.0, 0.0], [0.0, 0.0, 0.0], [0.0, 0.0, 0.0], [0.1, -0.1, 0.0], [0.0, -0.1, 0.0], [0.0, 0.0, 0.0], [0.0, -0.1, 0.0], [0.0, 0.0, 0.0]],
  "lowdin_spin": [0.5814, 0.0022, 0.0011, -0.0074, -0.0031, -0.0036, -0.0171, 0.0029, 0.0051, 0.0045, -0.0045, 0.0067, 0.0083, 0.1199, -0.0008, -0.0005, 0.0002, -0.0005, 0.0004, -0.0005, 0.0000, -0.0008, -0.0006, 0.0007, -0.0002, 0.0010, 0.0011, -0.0001, 0.0000, 0.0000, 0.0000, -0.0023, 0.0125, 0.1297, 0.0082, -0.0122, -0.0022, -0.0006, -0.0001, 0.0000, -0.0001, -0.0005, 0.0000, 0.0000, -0.0001, 0.0000, 0.0000, 0.0000, -0.0001, -0.0001, 0.0015, 0.0012, 0.0005, 0.0012, 0.0027, 0.0010, -0.0002, 0.0054, 0.0005, 0.0079, 0.1127, 0.0039, 0.0062, 0.0096, 0.0029, 0.0142, 0.0000, 0.0000, 0.0000, 0.0001, 0.0001, 0.0000, 0.0007, -0.0001],
  "homo_ev": [-12.56, -12.56],
  "max_force_ha_per_bohr": 0.045,
  "homo_lumo_gap_ev": [5.51, 5.45],
  "e_tot_ha": -3230.7260,
  "de_lowest_kcal_mol": 78.8,
  "total_charge": 2,
  "multiplicity": 2
}

=====

(2)
{
  "formula": "C28H28IrN3PS2",
  "method": "wB97M-V/def2-TZVPD",
  "elements": ["Ir", "C", "C", "C", "C", "C", "C", "C", "P", "C", "C", "C", "C", "C", "C", "C", "C", "C", "C", "C", "C", "C", "C", "H", "H", "H", "H", "H", "H", "H", "H", "H", "H", "H", "H", "H", "H", "H", "H", "H", "H", "H", "H", "C", "C", "C", "C", "N", "C", "S", "N", "C", "H", "H", "H", "H", "H", "H", "H", "H", "S", "C", "N"],
  "coordinates": [[0.19495, 0.39261, 0.07745], [-3.25751, 2.53717, 3.57630], [-1.78414, 2.67855, 3.83069], [-1.37863, 3.28257, 5.01645], [-0.04328, 3.45524, 5.32861], [0.93674, 3.02865, 4.44830], [0.56152, 2.42030, 3.26271], [-0.78480, 2.23852, 2.94583], [-1.22873, 1.40405, 1.40063], [-2.53884, 0.21688, 1.78217], [-3.74340, 0.30482, 1.08515], [-4.75322, -0.61716, 1.30347], [-4.55582, -1.62760, 2.23217], [-3.35890, -1.71125, 2.92686], [-2.32777, -0.80338, 2.71627], [-1.04637, -0.94887, 3.48349], [-1.82510, 2.60440, 0.18853], [-2.13364, 3.92806, 0.47775], [-2.25163, 4.84316, -0.55611], [-1.99459, 4.45491, -1.86808], [-1.65619, 3.14461, -2.16544], [-1.60089, 2.19359, -1.14845], [-1.22258, 0.77268, -1.38345], [-3.79518, 3.32614, 4.09934], [-3.63017, 1.57837, 3.94169], [-3.52142, 2.59948, 2.52206], [-2.13634, 3.62923, 5.70721], [0.23048, 3.92915, 6.26130], [1.98340, 3.16176, 4.68063], [1.31782, 2.07126, 2.58960], [-3.89798, 1.10746, 0.37570], [-5.68300, -0.54366, 0.75791], [-5.33439, -2.35464, 2.41689], [-3.21329, -2.50757, 3.64519], [-0.97227, -1.94987, 3.90313], [-0.98754, -0.22838, 4.30297], [-0.16795, -0.79912, 2.85020], [-2.25275, 4.25218, 1.50299], [-2.51082, 5.86909, -0.33672], [-2.03953, 5.18541, -2.66345], [-1.43749, 2.85525, -3.18389], [-0.86180, 0.58866, -2.39656], [-2.05320, 0.08874, -1.18183], [3.78172, -4.10719, -1.68816], [2.95648, -3.75503, -0.50588], [3.26655, -4.04152, 0.80402], [2.41820, -3.56972, 1.80886], [1.29157, -2.90009, 1.53542], [0.99937, -2.65249, 0.28177], [-0.47731, -1.84557, -0.20009], [1.81330, -3.07618, -0.71934], [2.72053, -3.77186, 3.25153], [4.71006, -4.57656, -1.37657], [4.01767, -3.20198, -2.24867], [3.24129, -4.79398, -2.34132], [4.16766, -4.58281, 1.04091], [1.54342, -2.81788, -1.66243], [3.67283, -4.27053, 3.40523], [1.92336, -4.35871, 3.70772], [2.73207, -2.80203, 3.74771], [2.21163, 1.59002, 0.30168], [3.06866, 0.21481, -0.18641], [3.65223, -0.72562, -0.51632]],
  "atomic_forces_ev_per_a": [[1.0, -1.0, -0.2], [-0.2, 0.0, 0.0], [0.1, 0.0, -0.1], [-0.1, 0.0, 0.0], [0.1, 0.0, 0.1], [0.0, 0.0, -0.1], [-0.2, 0.1, 0.2], [0.0, 0.0, -0.1], [-0.4, -0.1, 0.0], [0.0, 0.1, -0.1], [0.0, -0.1, 0.0], [0.1, 0.0, 0.0], [0.0, 0.0, 0.0], [0.0, 0.0, 0.0], [0.0, 0.0, 0.0], [0.1, 0.0, 0.1], [0.4, 0.1, -0.3], [0.0, -0.1, 0.0], [0.0, 0.0, -0.2], [0.0, 0.1, 0.2], [-0.2, -0.2, 0.3], [0.0, 0.2, 0.2], [-0.1, -0.1, 0.4], [0.0, 0.0, 0.0], [0.0, 0.0, 0.0], [0.0, 0.0, 0.0], [0.0, 0.0, 0.0], [0.0, 0.0, 0.0], [0.0, 0.0, 0.0], [0.2, -0.1, -0.2], [0.0, 0.0, 0.0], [0.0, 0.0, 0.0], [0.0, 0.0, 0.0], [0.0, 0.0, 0.0], [0.0, 0.0, 0.0], [0.0, 0.0, 0.0], [0.0, 0.0, 0.0], [0.0, 0.0, 0.0], [0.0, 0.0, 0.0], [0.0, 0.0, 0.0], [0.0, 0.0, -0.1], [0.2, 0.0, 0.1], [-0.1, 0.1, -0.2], [0.1, 0.0, 0.0], [0.0, 0.0, 0.2], [-0.1, 0.1, -0.1], [0.2, -0.1, 0.0], [0.1, 0.1, 0.0], [-0.1, 0.0, 0.1], [-0.2, 0.3, -0.3], [-0.1, -0.1, 0.0], [0.0, 0.0, 0.0], [0.0, 0.0, 0.0], [0.0, 0.0, 0.0], [0.0, 0.0, 0.0], [0.1, 0.0, 0.0], [0.0, 0.0, 0.0], [0.0, 0.0, 0.0], [0.0, 0.0, 0.0], [0.0, 0.0, 0.0], [-0.1, 0.4, 0.1], [-0.3, 0.3, -0.1], [0.1, -0.3, -0.1]],
  "mulliken_charge": [1.2390, -1.7885, 0.8806, -0.8671, -0.7050, -0.9475, -0.8279, 1.4980, 0.9843, 0.8084, -0.4776, -0.9527, -0.7686, -0.7888, 0.7651, -1.4807, 0.5459, -1.0369, -0.8624, -0.6475, -0.9957, 0.8129, -1.1705, 0.5758, 0.2921, 0.2482, 0.4852, 0.4090, 0.4598, 0.0336, 0.4580, 0.4593, 0.4200, 0.4497, 0.4599, 0.2370, 0.1926, 0.3786, 0.4615, 0.4203, 0.4712, 0.4960, 0.4445, -1.4791, 0.7561, -0.7334, 0.8018, -0.2436, -0.1539, -0.4188, 0.2096, -1.2439, 0.3799, 0.3797, 0.3728, 0.4047, 0.3332, 0.3831, 0.3146, 0.3017, -0.4574, 0.5007, -0.4770],
  "homo_ev": -11.06,
  "max_force_ha_per_bohr": 0.028,
  "homo_lumo_gap_ev": 7.09,
  "e_tot_ha": -2489.9502,
  "de_lowest_kcal_mol": 0.0,
  "total_charge": 1,
  "multiplicity": 1
}